17
Properties=species:S:1:pos:R:3:forces:R:3:mulliken_charge:R:1 method="wB97M-V/def2-TZVPD" smiles="CC(C)C(N)=C=N" lumo_ev=1.04 gap_ev=8.278 charge=0 total_energy_ha=-305.95366
N 1.3784 -1.7596 -0.4494 0.3 -0.3 -0.6 -0.591
N 2.3401 1.4547 0.1931 -0.6 1.1 1.1 -0.646
C 0.8057 -0.5315 -0.0573 0.1 1.0 0.0 0.229
C -1.0927 0.7819 -1.0654 -0.7 -2.2 1.1 -1.363
C -1.2190 -0.0346 1.3486 0.0 -0.4 0.0 -1.295
C 1.4804 0.6032 -0.0125 1.1 -1.4 -0.3 0.252
C -0.6847 -0.4270 -0.0232 -0.5 2.2 -1.0 0.232
H 1.0447 -2.5428 0.0997 0.1 0.2 0.0 0.226
H -1.1165 -1.3791 -0.3488 0.0 0.2 -0.1 0.311
H -2.3040 0.0585 1.3262 -0.1 0.0 0.0 0.381
H 2.4195 2.2550 -0.4330 0.3 -0.5 -0.6 0.253
H -2.1797 0.7425 -1.1051 -0.2 0.2 -0.3 0.438
H -0.7933 0.9161 1.6628 0.0 0.1 0.0 0.298
H 2.3896 -1.7320 -0.4658 -0.1 -0.1 0.1 0.252
H -0.6842 0.6095 -2.0573 0.1 0.0 0.0 0.337
H -0.9535 -0.7879 2.0908 0.0 0.0 0.1 0.347
H -0.8307 1.7732 -0.7036 0.4 -0.1 0.2 0.339

52
Properties=species:S:1:pos:R:3:forces:R:3:mulliken_charge:R:1 method="wB97M-V/def2-TZVPD" lumo_ev=-0.01 gap_ev=7.815 charge=0 total_energy_ha=-1685.43325
S -0.6466 1.5575 0.0878 0.0 0.4 0.9 -0.189
F -2.5245 -1.1977 2.6704 0.0 -0.1 0.1 -0.301
O 0.3139 -2.1776 0.8672 -0.1 0.1 -0.1 -0.715
O -0.8894 1.3219 -2.3034 0.0 0.0 -0.5 -0.741
O 2.3485 0.0536 -6.7024 0.0 -0.1 -0.1 -0.435
N -0.7215 -0.5098 -3.6280 0.0 -0.3 -0.1 -0.109
N 0.0296 -0.5290 2.3708 0.2 -0.2 0.0 0.130
C -2.2379 -1.5599 3.9399 0.0 -0.1 0.2 0.719
C -0.9156 -1.7170 4.3387 -0.2 0.0 -0.1 0.451
C -0.3277 -0.7013 -1.2829 0.1 0.1 0.9 -0.869
C -0.6595 0.1201 -2.4307 -0.1 0.0 -0.2 0.870
C -0.0892 1.1625 4.1036 0.1 -0.1 0.0 -0.681
C -0.2923 -0.1294 -0.0526 -0.2 0.2 -1.2 0.092
C 3.2522 0.9985 -6.1641 0.2 0.1 0.1 -0.247
C -1.7408 -2.3157 6.5328 0.0 0.0 0.1 -0.759
C -0.6929 -2.1037 5.6564 -0.1 0.0 -0.1 -0.301
C 4.0169 0.5162 -4.9329 -0.3 0.0 -0.3 -1.059
C 1.2909 -0.3602 -5.8666 -0.2 0.1 0.0 -0.569
C -0.1817 0.7947 2.7565 -0.1 0.7 0.1 0.782
C 0.2496 -1.5305 3.4038 0.1 -0.4 -0.1 -1.514
C -3.2989 -1.7584 4.8047 0.1 0.0 -0.2 -0.696
C -3.0473 -2.1391 6.1095 0.0 0.0 0.0 -0.354
C -0.5892 3.4526 3.5822 0.0 0.0 0.1 -0.667
C -0.2901 2.4663 4.5091 0.0 0.1 0.0 -0.880
C -0.6787 3.1083 2.2518 0.0 -0.2 -0.1 -0.826
C 0.3166 0.7592 -5.4829 0.1 -0.3 0.0 -0.207
C -0.4783 1.7965 1.8302 0.0 -0.3 -0.1 0.969
C 0.0366 -1.0085 1.0883 0.3 -0.7 0.3 1.025
C -0.9678 0.2090 -4.8562 0.1 0.4 -0.1 -1.080
H -0.1166 -1.7522 -1.3916 0.0 -0.1 0.1 0.401
H -0.4408 -1.4745 -3.6847 0.0 0.0 0.1 0.266
H 3.9522 1.1812 -6.9836 -0.1 0.1 0.1 0.340
H 0.7820 1.4377 -4.7663 0.0 0.1 0.0 0.284
H -1.5364 -2.6162 7.5489 0.0 0.0 0.1 0.385
H -0.7493 4.4721 3.8958 0.0 0.1 0.0 0.400
H 0.3245 -2.2409 5.9936 0.1 0.0 0.0 0.378
H -1.6256 1.0455 -4.6064 0.0 -0.2 -0.1 0.346
H 4.8188 1.2157 -4.7137 0.1 0.1 0.1 0.398
H 2.7362 1.9409 -5.9355 0.1 0.0 -0.1 0.283
H 1.1560 -1.2918 3.9689 -0.1 0.0 0.0 0.379
H 0.1362 0.4297 4.8586 0.0 -0.1 0.0 0.269
H -3.8685 -2.2981 6.7909 -0.1 0.0 0.1 0.381
H 0.0596 1.3256 -6.3795 0.0 0.1 0.0 0.304
H -1.4785 -0.4583 -5.5546 0.0 0.0 0.0 0.459
H 4.4475 -0.4645 -5.1214 0.1 -0.1 0.0 0.285
H 0.4257 -2.4704 2.8648 0.1 0.3 0.2 0.494
H -4.3040 -1.6159 4.4405 -0.1 0.0 -0.1 0.439
H -0.9091 3.8477 1.5000 0.0 0.2 -0.1 0.407
H 3.3691 0.4567 -4.0613 0.0 0.0 0.1 0.244
H -0.2121 2.7093 5.5578 0.0 0.0 0.1 0.387
H 0.7659 -1.1143 -6.4616 0.0 0.0 0.1 0.312
H 1.6819 -0.8441 -4.9605 -0.1 0.0 -0.1 0.322

45
Properties=species:S:1:pos:R:3:forces:R:3:mulliken_charge:R:1 method="wB97M-V/def2-TZVPD" smiles="Cc1ccn2c(=O)c(C(=O)NCCCN3CCCC3=O)c(O)nc2c1" lumo_ev=-0.22 gap_ev=8.570 charge=0 total_energy_ha=-1179.90247
O -0.4694 -2.5136 1.3182 0.3 0.1 0.1 -0.646
O -1.3237 2.0441 0.3384 -0.2 0.1 0.0 -0.813
O 5.2348 -0.7586 0.9950 0.2 0.0 0.4 -0.688
O 1.4283 -0.8928 1.5381 0.2 -0.3 0.1 -0.859
N -2.9519 0.4542 0.2336 -0.1 -0.5 0.1 0.103
N 1.1140 1.3094 1.1385 -0.1 0.2 0.0 -0.144
N -2.5079 -1.8120 0.7075 0.3 -0.6 0.2 -0.620
N 3.9200 0.1092 -0.6459 -0.1 0.3 -0.3 0.137
C -3.3377 -0.8619 0.3592 0.2 0.1 0.0 0.274
C 3.7381 -2.1791 -0.3275 0.0 -0.1 0.0 -0.401
C -1.2342 -1.5108 0.9740 -0.4 0.4 -0.2 0.287
C 2.4775 1.7199 1.3759 0.3 0.0 0.0 -1.001
C 0.6848 0.0477 1.2129 -0.4 0.4 -0.1 0.590
C 4.2668 1.4868 -0.4358 0.1 0.3 0.1 -1.100
C 2.9370 -0.3132 -1.6139 -0.2 0.0 -0.1 -0.284
C -3.8487 1.4101 -0.1316 -0.6 0.6 -0.2 -0.626
C -7.0285 -0.5472 -0.5437 0.0 -0.1 0.0 -1.495
C -5.5982 -0.2286 -0.2682 0.4 -0.3 0.1 1.205
C -4.6924 -1.1821 0.0960 -0.4 0.3 -0.1 -0.469
C -1.6010 0.8570 0.4885 0.4 -0.1 0.1 0.797
C 4.4101 -0.8947 0.1189 0.0 -0.4 -0.1 0.660
C -5.1443 1.1119 -0.3825 0.4 0.1 0.1 -0.630
C -0.7368 -0.1913 0.8856 0.1 -0.2 0.1 0.105
C 3.1391 -1.8310 -1.6889 0.0 0.0 0.0 -0.747
C 3.1060 2.3286 0.1096 0.2 -0.2 0.0 -0.632
H 3.4857 3.3288 0.3183 0.0 0.1 -0.1 0.404
H 0.4527 -2.1221 1.5022 -0.3 0.0 -0.1 0.389
H 5.0903 1.4817 0.2837 0.0 0.0 -0.1 0.374
H -7.2238 -1.6080 -0.4188 -0.1 -0.1 0.0 0.341
H 2.9643 -2.4029 0.4086 0.1 0.0 0.0 0.037
H -5.8309 1.8918 -0.6683 0.0 0.1 0.0 0.441
H 2.3344 2.4225 -0.6577 0.0 0.1 0.0 0.401
H -7.2872 -0.2561 -1.5608 -0.1 0.0 -0.1 0.350
H -4.9607 -2.2199 0.2042 0.0 -0.1 0.0 0.416
H 4.6197 1.9240 -1.3782 0.0 0.0 0.1 0.379
H 3.1084 0.1855 -2.5731 -0.1 0.0 0.0 0.437
H 0.4343 2.0137 0.8614 0.0 -0.2 0.0 0.224
H 1.9230 -0.0664 -1.2731 0.0 0.0 -0.1 -0.006
H 4.4422 -3.0076 -0.3535 0.0 0.0 0.1 0.402
H 3.0343 0.8358 1.6951 0.0 0.2 0.1 0.456
H 3.8478 -2.0728 -2.4824 0.0 0.0 0.0 0.322
H 2.2072 -2.3572 -1.8859 0.0 0.0 -0.1 0.346
H -3.4344 2.4061 -0.1985 0.0 -0.1 0.0 0.463
H -7.6724 0.0135 0.1325 -0.1 0.0 0.0 0.348
H 2.4833 2.4477 2.1924 0.1 -0.1 0.0 0.472

97
Properties=species:S:1:pos:R:3:forces:R:3:mulliken_charge:R:1 method="wB97M-V/def2-TZVPD" lumo_ev=-6.15 gap_ev=6.835 charge=+2 total_energy_ha=-4843.18715
Zr 1.2425 -0.8302 -0.0391 -0.1 -0.7 -0.1 -0.572
Cl -4.5816 -3.2444 -1.2192 0.0 -0.1 -0.1 -0.074
S 5.3057 0.2226 -2.5276 0.0 0.1 0.0 -0.096
S 4.3857 -0.8459 3.6007 0.0 0.0 0.0 -0.159
S 2.3279 3.0120 -0.1364 0.0 0.0 0.2 0.215
S 1.0548 3.4871 2.4806 0.0 0.0 0.0 0.053
P -0.0825 0.4902 -2.3376 0.2 -0.1 0.3 2.293
O 1.1598 -4.6765 -1.6279 -0.2 0.0 -0.2 -0.741
O 1.4560 -2.5355 -1.0537 0.3 0.0 0.1 -0.929
O 0.3243 -1.2267 1.7054 0.1 0.3 -0.3 2.317
O -1.0792 -3.0270 2.9365 0.0 0.0 0.0 -0.752
O -3.2193 -5.2805 -2.9961 0.0 0.0 0.0 -0.528
O -1.1279 -5.9409 -2.6992 0.2 0.1 0.0 -0.509
N 3.3203 -0.3466 -1.0691 -0.1 0.1 -0.2 0.916
N -2.3256 -2.1401 -0.3400 0.0 0.1 0.0 -0.076
N 1.0737 1.1265 1.2670 -0.4 0.1 0.0 0.494
N 3.0764 -1.0946 1.4501 -0.1 0.0 0.1 0.097
N -0.9886 -2.1914 -0.4790 0.4 0.1 0.1 2.275
N 0.3132 0.9209 2.4432 0.3 0.1 0.0 -0.431
C 2.8158 4.5417 0.7109 0.0 0.0 0.0 -0.688
C 4.1216 -0.2191 1.1898 0.0 0.0 0.0 0.278
C -2.5115 -0.0390 0.9054 -0.1 0.0 0.0 0.761
C -1.4626 2.5265 -1.1164 0.0 0.1 0.0 0.118
C 2.5104 3.1211 -4.1708 0.0 0.0 0.1 -1.583
C -2.9070 -3.1372 -1.0538 -0.1 0.0 0.0 -0.356
C 4.3345 0.0728 -0.2227 -0.1 0.1 0.0 -0.945
C -1.9073 -3.9282 -1.6062 0.1 0.1 -0.1 0.524
C -3.9915 1.6028 -1.8032 0.0 0.0 0.0 -0.779
C -2.0395 -2.4296 4.9842 0.0 0.0 0.0 -0.635
C 1.9841 2.1927 -3.2821 0.1 0.1 0.0 1.270
C -2.9292 -1.3417 0.6986 0.0 0.0 0.0 0.455
C -3.8641 -1.9365 1.5335 0.0 0.0 0.1 -0.374
C 3.1246 -1.5419 2.6928 0.0 0.0 0.0 0.713
C 2.2655 -2.6019 3.2977 0.0 0.0 0.0 -0.960
C -3.0778 0.7020 1.9325 0.0 0.0 0.0 -0.807
C -0.0112 -0.3093 2.6170 0.0 -0.1 0.0 0.342
C 1.7504 3.5628 -5.2417 0.0 0.0 0.0 -0.730
C -0.0683 2.1631 -4.5283 0.0 0.0 0.0 -1.114
C -3.8540 2.7553 -1.0451 0.0 0.0 0.0 -0.652
C -0.6199 -0.8570 -3.4454 0.0 0.0 -0.1 -1.663
C 0.6991 1.6960 -3.4562 -0.1 0.1 -0.1 0.438
C -1.5980 1.3583 -1.8685 -0.1 0.0 -0.1 -0.062
C -2.2946 -1.5160 5.9835 0.0 0.0 0.0 -0.537
C -2.5883 3.2199 -0.7057 0.0 0.0 0.0 -0.776
C 0.4569 3.0839 -5.4175 0.0 0.0 0.0 -0.872
C 1.4494 2.3745 1.2181 -0.1 0.0 -0.1 -0.613
C 3.7249 -0.3630 -2.3310 0.0 -0.1 0.1 0.039
C 5.4655 0.4732 -0.8452 0.0 -0.1 0.0 -0.378
C -1.0499 0.1513 4.8078 0.0 0.0 0.0 -1.085
C 1.6529 4.9515 1.5887 0.0 0.0 0.0 -0.649
C -0.7807 -0.7607 3.7740 0.1 0.2 0.0 0.309
C -1.7988 -0.2126 5.9013 0.0 0.0 0.0 -0.843
C 2.9634 -0.8993 -3.4942 0.1 -0.1 0.0 -0.748
C -1.2837 -2.0652 3.8703 0.0 -0.2 -0.1 0.693
C -4.0543 0.1408 2.7406 0.0 0.0 0.0 -0.811
C -2.1436 -5.1079 -2.5021 -0.1 -0.1 0.1 0.365
C -4.4353 -1.1803 2.5449 0.0 0.0 0.0 -1.126
C 4.9060 0.0642 2.2527 0.0 0.0 0.0 -0.457
C -2.8659 0.9017 -2.2156 0.0 0.0 0.0 -0.301
C -0.7323 -3.2769 -1.2033 -0.1 -0.1 0.0 -0.699
C 0.7095 -3.6014 -1.3468 0.1 0.2 0.0 0.020
H 0.2197 -1.5190 -3.6514 0.0 0.0 0.0 0.231
H -0.4758 2.9018 -0.8614 0.0 0.0 0.0 0.325
H -0.1440 3.4340 -6.2459 0.0 0.0 0.0 0.458
H 5.7798 0.6943 2.2936 0.0 0.0 0.0 0.515
H 1.9588 5.6844 2.3342 0.0 0.0 0.0 0.481
H -4.9761 1.2464 -2.0751 0.0 0.0 0.0 0.484
H 2.1586 4.2837 -5.9378 0.0 0.0 0.0 0.433
H 3.0310 5.2847 -0.0553 0.0 0.0 0.0 0.459
H 1.4399 -2.1738 3.8668 0.0 0.0 0.0 0.124
H -2.7411 1.7182 2.0963 0.0 0.0 0.0 0.533
H 2.5892 1.8655 -2.4491 0.0 0.0 -0.1 0.301
H -1.7554 0.4131 0.2772 -0.1 -0.1 0.1 -0.604
H -5.1697 -1.6398 3.1930 0.0 0.0 0.0 0.454
H -0.3051 -5.6760 -2.2414 -0.1 0.0 0.0 0.398
H 2.5124 -1.8492 -3.2121 0.0 0.0 0.0 0.028
H -2.4829 4.1276 -0.1258 0.0 0.0 0.0 0.478
H -0.9782 -0.4467 -4.3889 0.0 0.0 0.0 0.686
H 3.6357 -1.0715 -4.3330 0.0 0.0 0.0 0.674
H -2.4124 -3.4441 5.0362 0.0 0.0 0.0 0.567
H 3.7159 4.3501 1.2927 0.0 0.0 0.0 0.296
H -2.8831 -1.8171 6.8408 0.0 0.0 0.0 0.437
H 2.8618 -3.2054 3.9803 0.0 0.0 0.0 0.697
H -4.1367 -2.9771 1.4211 0.0 0.1 0.0 0.593
H -4.5027 0.7202 3.5369 0.0 0.0 0.0 0.485
H 3.5141 3.4992 -4.0224 0.0 0.0 0.0 0.512
H 2.1934 -0.2059 -3.8285 0.1 0.0 0.0 0.030
H -2.9934 0.0022 -2.8041 0.0 0.0 0.0 0.400
H -1.4149 -1.4462 -2.9933 0.0 0.0 0.0 0.194
H 6.3950 0.7923 -0.4031 0.0 0.0 0.0 0.508
H 1.8640 -3.2538 2.5266 0.0 0.0 0.0 0.081
H -0.6511 1.1536 4.7275 0.0 0.0 0.0 0.511
H -1.9888 0.4977 6.6938 0.0 0.0 0.0 0.489
H -0.5747 -2.6411 2.1999 -0.1 -0.1 0.2 -0.249
H -4.7328 3.2982 -0.7229 0.0 0.0 0.0 0.454
H -1.0885 1.8224 -4.6647 0.0 0.0 0.0 0.376
H 0.8369 5.3661 0.9982 0.0 0.0 0.0 0.285